ORCA calculation (ωB97M-V with the def2-TZVPD basis set) on C42H39ClInN13O4S2 as an isolated structure.

Positions of all 102 atoms, in Å:
In: 1.181 0.574 -0.460
Cl: 2.890 0.909 7.209
S: 3.004 4.013 -3.051
S: -1.604 1.211 1.957
O: -1.578 1.437 3.377
O: -1.976 -0.135 1.556
O: 2.988 -2.682 1.567
O: 1.795 -0.921 0.881
N: 2.102 -1.274 -2.321
N: -6.157 3.733 -0.808
N: 3.135 -2.421 -3.711
N: 0.431 3.327 2.688
N: -7.724 0.572 -5.136
N: -0.219 1.543 1.209
N: -1.660 -4.840 1.408
N: 3.652 0.745 -0.825
N: 1.941 2.208 1.241
N: 4.168 -3.134 -4.290
N: 3.294 -1.758 -2.607
N: 1.921 -2.427 -4.207
N: -0.430 -2.804 0.668
C: -3.052 0.517 -3.940
C: -1.146 -4.111 2.623
C: -0.509 -5.253 0.525
C: 0.305 -3.970 0.204
C: 3.713 -1.163 3.896
C: -1.720 -0.129 -1.977
C: 1.579 -0.112 3.579
C: 3.808 -0.598 5.159
C: 2.818 2.583 -2.078
C: 4.607 -0.114 -0.461
C: -4.173 -0.341 -1.989
C: 2.775 0.207 5.618
C: 6.238 1.032 -1.752
C: 2.477 -1.571 1.742
C: -5.027 3.303 -0.122
C: 5.255 1.927 -2.134
C: 5.912 -0.019 -0.908
C: -0.513 -2.787 2.125
C: -2.741 2.531 -0.148
C: -3.833 3.063 -0.808
C: -2.984 0.004 -2.639
C: 2.602 -0.918 3.097
C: 2.781 3.751 2.826
C: -5.393 -0.187 -2.620
C: -2.828 2.235 1.207
C: 0.711 2.397 1.764
C: 1.284 -1.686 -3.305
C: -3.996 2.495 1.908
C: 1.513 2.324 -1.769
C: 3.951 1.744 -1.671
C: 1.316 4.286 -3.023
C: -1.771 -2.766 0.088
C: -5.084 3.042 1.251
C: -2.604 -3.956 0.634
C: 1.466 3.967 3.216
C: -5.450 0.319 -3.916
C: 2.954 2.873 1.776
C: -6.718 0.463 -4.589
C: 0.655 3.326 -2.316
C: -0.657 -0.183 -1.386
C: 1.656 0.456 4.843
C: -4.272 0.677 -4.573
H: 0.465 -3.887 -0.871
H: -1.108 -1.924 2.412
H: 0.235 -1.437 -3.342
H: -0.938 -5.710 -0.366
H: 0.849 1.080 5.208
H: -0.419 -4.764 3.106
H: 4.303 -0.914 0.205
H: -1.817 2.324 -0.674
H: 0.486 -2.683 2.544
H: -4.128 -0.710 -0.972
H: -6.878 4.178 -0.268
H: 6.646 -0.753 -0.606
H: -1.981 -3.952 3.303
H: 1.224 4.702 3.979
H: 5.043 -2.749 -3.967
H: -2.135 0.795 -4.443
H: 0.909 5.153 -3.524
H: 4.065 -3.101 -5.292
H: 3.613 4.263 3.287
H: -3.051 -4.559 -0.155
H: 0.075 -6.003 1.056
H: 4.669 -0.781 5.788
H: -0.422 3.334 -2.188
H: -4.320 1.083 -5.575
H: -3.778 3.278 -1.871
H: -3.384 -3.624 1.317
H: -1.685 -2.808 -0.998
H: 7.252 1.152 -2.117
H: 0.705 0.064 2.967
H: 1.281 -3.974 0.687
H: -4.038 2.271 2.967
H: -6.004 4.141 -1.713
H: 4.498 -1.807 3.517
H: -2.222 -1.815 0.358
H: -6.313 -0.448 -2.113
H: 3.928 2.700 1.330
H: -2.161 -5.668 1.708
H: -5.998 3.253 1.795
H: 5.479 2.762 -2.784

Results
Gap between HOMO and LUMO, eV: 7.264
LUMO, Ha: -0.01780

ORCA calculation (ωB97M-V with the def2-TZVPD basis set) on C42H39CoIN6O5S as an isolated structure.

Positions of all 95 atoms, in Å:
I: 4.294 0.460 0.735
Co: 0.967 -0.819 0.181
S: -4.804 -1.446 -1.040
O: 2.557 -2.051 -0.219
O: 0.780 3.286 2.738
O: 0.341 2.631 -3.953
O: 0.194 -2.503 0.973
O: -2.230 2.838 -2.090
N: 2.103 -0.783 2.333
N: -3.408 0.628 -0.032
N: -0.835 3.203 0.295
N: 0.237 2.073 -1.384
N: 0.149 1.107 0.739
N: -2.228 -1.319 -0.635
C: 1.083 -0.958 -4.110
C: -1.378 1.128 4.688
C: 3.204 -0.310 4.843
C: -2.321 6.502 -1.838
C: -1.209 0.180 2.494
C: 2.001 3.112 2.025
C: 0.796 -0.309 -1.763
C: -2.526 5.227 -2.346
C: -1.302 4.281 -0.491
C: 0.857 0.345 -4.531
C: -1.624 6.674 -0.655
C: 0.639 -3.634 1.235
C: -2.798 2.605 -3.367
C: 0.015 2.172 3.014
C: 2.844 -3.237 0.146
C: -1.546 -3.569 -1.405
C: -1.123 5.566 0.010
C: 3.577 -5.902 0.793
C: 1.481 -1.175 3.450
C: 3.890 0.049 3.695
C: -0.328 1.181 2.077
C: -0.137 2.077 -0.100
C: -3.847 -2.858 -1.398
C: -3.304 -0.625 -0.540
C: 1.935 -4.108 0.846
C: -0.516 2.135 4.298
C: 4.478 -5.052 0.124
C: 1.973 -0.932 4.716
C: -3.314 -5.050 -2.141
C: -2.492 -2.585 -1.128
C: -4.271 -4.081 -1.891
C: 1.061 -1.261 -2.756
C: 1.488 3.370 -4.350
C: -1.965 -4.787 -1.909
C: -0.274 -4.533 2.039
C: -1.722 0.141 3.776
C: 0.607 1.314 -3.583
C: -2.029 4.114 -1.684
C: 4.137 -3.761 -0.164
C: 3.287 -0.194 2.470
C: 0.558 0.981 -2.223
C: 2.346 -5.427 1.148
H: 2.044 3.736 -3.481
H: -2.762 1.527 -3.508
H: -1.232 -5.551 -2.137
H: -0.590 5.684 0.946
H: 2.159 2.765 -4.963
H: -0.503 -3.356 -1.231
H: -1.184 -3.981 2.266
H: -3.098 5.103 -3.255
H: 3.854 -6.924 1.015
H: -1.488 -0.565 1.755
H: -1.782 1.120 5.692
H: -1.466 7.662 -0.247
H: 1.893 3.360 0.967
H: -2.215 3.088 -4.153
H: 1.289 -1.734 -4.838
H: -2.394 -0.659 4.060
H: -4.246 1.136 -0.253
H: 3.626 -0.116 5.819
H: 4.818 -3.099 -0.683
H: -3.619 -6.011 -2.535
H: -3.838 2.944 -3.411
H: -2.566 1.176 -0.028
H: 5.450 -5.432 -0.168
H: 4.862 0.519 3.747
H: 1.278 -2.282 -2.463
H: 1.410 -1.238 5.587
H: 2.347 2.088 2.106
H: 1.659 -6.086 1.664
H: 1.134 4.219 -4.933
H: -5.320 -4.266 -2.084
H: 2.735 3.781 2.474
H: 0.871 0.609 -5.582
H: -2.731 7.356 -2.361
H: 0.209 -4.839 2.968
H: -0.238 2.938 4.970
H: 0.549 -1.701 3.303
H: -0.541 -5.427 1.475
H: -0.005 2.894 -1.918
H: -0.715 3.450 1.264

Results
ΔE to the lowest compared entry with this formula, charge and spin, kJ/mol: 10.5
Gap between HOMO and LUMO (spin up / spin down), eV: 7.505 / 7.779
LUMO (spin up / spin down), Ha: 0.01740 / 0.01736
Multiplicity: 4

ORCA calculation (ωB97M-V with the def2-TZVPD basis set) on C42H39FeN4SSb as an isolated structure.

Positions of all 88 atoms, in Å:
Sb: -0.822 0.858 0.551
Fe: 0.391 -0.721 -1.444
S: -2.404 -3.100 -3.381
N: 2.141 -0.436 -0.566
N: 0.348 -2.162 -0.149
N: 2.454 -1.332 0.409
N: 1.305 -2.042 -2.798
C: -0.567 -3.145 -0.027
C: 2.946 -3.617 -3.478
C: -0.469 -4.168 0.872
C: -1.564 2.851 0.863
C: 4.136 2.160 -2.275
C: -4.225 -1.801 0.894
C: -3.110 0.096 2.643
C: -2.610 5.393 1.346
C: 0.668 -4.194 1.718
C: -1.214 -0.816 -3.037
C: 2.569 -2.464 -2.814
C: 1.901 2.692 1.046
C: 1.561 -0.484 3.939
C: 1.493 -2.214 0.606
C: 0.356 -2.750 -3.448
C: -0.263 0.308 -3.364
C: 2.784 1.337 2.961
C: -3.029 4.658 0.247
C: -3.008 2.613 -1.199
C: -1.671 4.857 2.212
C: -3.377 -1.706 -3.074
C: -2.518 3.389 -0.008
C: -3.089 -1.087 0.543
C: -2.631 -0.588 -2.923
C: 0.659 -3.930 -4.130
C: 3.191 0.405 -0.876
C: -4.243 -0.639 2.989
C: 1.763 1.576 2.046
C: 3.120 1.266 -1.986
C: -0.959 -2.172 -3.319
C: 1.970 -4.362 -4.137
C: 2.689 0.320 3.899
C: -2.507 -0.156 1.400
C: -1.158 3.590 1.969
C: 4.374 0.453 -0.105
C: 5.278 2.224 -1.487
C: 1.628 -3.246 1.588
C: 0.625 0.760 2.096
C: -4.799 -1.579 2.134
C: -2.630 1.145 3.609
C: 0.534 -0.265 3.033
C: 5.382 1.348 -0.411
H: -5.680 -2.130 2.438
H: 3.979 -3.931 -3.461
H: 4.035 2.811 -3.135
H: -1.411 -3.089 -0.701
H: -3.769 3.167 -1.748
H: -3.059 0.386 -2.738
H: 2.260 1.236 -2.640
H: -3.077 2.113 3.371
H: 3.675 1.954 2.922
H: 1.334 3.575 1.342
H: 2.235 -5.276 -4.653
H: -4.449 -1.797 -3.014
H: 6.270 1.366 0.211
H: 6.071 2.923 -1.715
H: -1.551 1.268 3.585
H: 3.276 -1.866 -2.255
H: -0.817 1.236 -3.499
H: -1.340 5.417 3.078
H: -3.020 6.378 1.526
H: 3.504 0.150 4.591
H: -0.118 -4.480 -4.644
H: -0.334 -0.915 3.046
H: 1.485 -1.291 4.657
H: -2.184 2.401 -1.886
H: 4.465 -0.215 0.737
H: -3.443 1.657 -0.893
H: 0.324 0.095 -4.258
H: -0.443 3.169 2.665
H: -4.648 -2.524 0.208
H: 1.544 2.387 0.059
H: 2.945 2.980 0.925
H: -1.242 -4.920 0.928
H: 0.775 -4.979 2.456
H: 2.521 -3.234 2.198
H: 0.527 0.618 -2.605
H: -2.648 -1.253 -0.431
H: -3.772 5.073 -0.425
H: -2.918 0.884 4.627
H: -4.702 -0.460 3.954

Results
Gap between HOMO and LUMO (spin up / spin down), eV: 3.997 / 3.954
LUMO (spin up / spin down), Ha: -0.03175 / -0.03305

ORCA calculation (ωB97M-V with the def2-TZVPD basis set) on C42H40CaN8O7PS2Te as an isolated structure.

Positions of all 102 atoms, in Å:
Te: 0.677 2.773 5.185
Ca: -0.566 0.339 1.094
S: 1.560 -5.366 1.313
S: -4.352 -3.260 1.236
P: -0.763 1.219 4.182
O: -2.247 1.320 0.280
O: 1.796 -0.298 1.031
O: -0.357 0.097 3.227
O: -1.487 0.489 5.424
O: 2.625 3.100 1.731
O: -2.002 1.862 3.382
O: 0.679 2.031 1.224
N: -5.815 1.582 -0.168
N: -3.774 5.182 -1.963
N: 0.624 -3.009 1.507
N: 0.392 -0.094 -6.298
N: -1.282 3.086 -0.762
N: -1.595 -1.087 -6.172
N: -0.498 -0.370 -1.253
N: -2.143 -2.023 1.447
C: -0.619 -0.558 -5.505
C: 3.522 0.838 -0.145
C: -3.670 2.901 -0.752
C: -2.450 -0.534 5.124
C: -1.215 -0.969 -7.507
C: -2.768 2.961 3.945
C: -0.022 -0.512 -9.962
C: -2.397 2.393 -0.382
C: 5.764 -0.272 3.306
C: -2.919 -4.167 1.083
C: 3.533 -0.272 -0.982
C: 4.280 -0.273 -2.160
C: -0.442 -3.866 1.267
C: 5.218 -0.212 4.584
C: -1.518 -1.133 -3.278
C: -1.890 -1.367 -8.661
C: -3.440 -1.826 1.501
C: 5.018 1.957 -1.673
C: -3.548 3.624 2.844
C: 3.120 -3.117 1.843
C: -3.340 -0.691 6.330
C: 0.029 -0.350 -7.608
C: 4.996 0.072 2.198
C: -1.285 -1.134 -9.880
C: -4.150 -0.531 1.786
C: -1.841 -3.368 1.242
C: 5.024 0.845 -2.512
C: -3.769 4.156 -1.431
C: 0.658 -0.108 -8.829
C: 3.670 0.468 2.354
C: 1.749 -3.675 1.565
C: 4.283 1.953 -0.496
C: -0.572 -0.460 -4.026
C: 0.380 0.308 -1.987
C: -4.854 2.174 -0.421
C: 0.382 0.288 -3.373
C: -1.449 -1.055 -1.903
C: 2.750 0.794 1.170
C: 3.131 0.519 3.637
C: -0.115 -5.171 1.122
C: 1.970 2.138 1.407
C: 3.895 0.188 4.746
H: -2.874 4.064 2.105
H: 1.366 -0.390 1.902
H: 1.127 0.876 -3.895
H: 5.592 2.838 -1.938
H: -4.207 2.922 2.335
H: -4.063 -1.495 6.164
H: 3.132 -2.581 2.794
H: -3.427 2.551 4.712
H: 2.947 -1.143 -0.716
H: -3.038 -0.262 4.249
H: -0.768 -6.014 0.938
H: -2.178 -1.571 -1.283
H: 1.628 0.372 -8.892
H: -2.742 -0.933 7.212
H: 4.279 2.814 0.164
H: -3.460 0.240 2.120
H: -0.479 2.994 -0.138
H: 5.611 0.849 -3.425
H: -1.435 4.015 -1.121
H: -2.296 -1.703 -3.768
H: -3.886 0.234 6.533
H: 1.099 0.913 -1.452
H: -1.929 -1.464 4.891
H: -4.159 4.427 3.268
H: 5.440 0.018 1.210
H: 1.244 0.332 -5.983
H: 0.424 -0.345 -10.935
H: -2.090 3.656 4.429
H: 2.102 0.846 3.789
H: -4.652 -0.147 0.901
H: 3.411 -2.402 1.076
H: -4.910 -0.681 2.557
H: 3.860 -3.915 1.883
H: 4.281 -1.155 -2.794
H: 3.453 0.269 5.734
H: -1.788 -1.431 -10.792
H: -2.863 -1.841 -8.589
H: -2.941 -5.236 0.914
H: 5.823 -0.463 5.448
H: 6.793 -0.585 3.167

Results
Gap between HOMO and LUMO, eV: 6.119
Net charge: -1
LUMO, Ha: 0.05717

ORCA calculation (ωB97M-V with the def2-TZVPD basis set) on C42H40Cl5IrN2S4Sb as an isolated structure.

Positions of all 95 atoms, in Å:
Ir: -1.719 0.775 0.400
Sb: -3.986 0.414 3.025
Cl: -6.297 4.059 -1.444
Cl: -0.724 3.957 1.245
Cl: -2.404 6.532 1.283
Cl: -5.223 6.589 -0.003
Cl: -4.608 1.575 -1.654
S: -1.676 1.150 2.846
S: -4.370 -1.152 4.672
S: -5.375 2.256 3.092
S: -3.897 -0.494 0.813
N: -0.829 -1.276 -0.240
N: 0.638 1.112 -0.180
C: 3.064 4.491 0.258
C: 2.615 -0.385 -0.662
C: -1.403 -3.207 1.110
C: 1.525 1.711 -3.200
C: 1.603 3.143 -1.121
C: 1.443 2.176 3.578
C: 1.450 2.235 -0.056
C: 1.378 -2.375 -0.711
C: -2.746 2.726 -0.053
C: -2.353 -2.953 -1.121
C: -3.015 -0.954 -2.505
C: -4.767 4.011 -0.659
C: -3.036 5.096 0.570
C: 2.398 -4.472 -1.239
C: 3.803 0.315 -0.804
C: 3.812 -2.512 -1.169
C: -2.400 -2.349 -2.510
C: 2.412 4.254 -0.935
C: -2.302 3.914 0.551
C: -1.028 -2.324 -3.193
C: -0.372 -2.867 2.166
C: -0.537 2.959 -2.482
C: 2.661 -1.793 -0.852
C: -3.155 -4.056 -0.871
C: 3.648 -3.902 -1.361
C: 3.407 0.933 2.636
C: 0.480 -1.277 -0.411
C: 1.233 -0.055 -0.387
C: -2.244 -4.289 1.319
C: 5.007 -1.764 -1.278
C: 4.974 -0.396 -1.099
C: 1.250 -3.737 -0.914
C: 2.021 1.508 2.329
C: -3.131 -4.707 0.347
C: 0.550 -4.072 2.393
C: 2.902 3.602 1.302
C: -3.989 2.858 -0.689
C: -4.296 5.142 -0.010
C: -1.514 -2.481 -0.095
C: 0.991 2.963 -2.497
C: 2.115 2.472 1.167
C: -1.030 -2.445 3.478
H: -0.917 2.128 -1.882
H: -3.777 -5.556 0.525
H: 3.336 0.153 3.393
H: 0.294 -4.238 -0.837
H: 3.701 5.360 0.368
H: -1.150 -2.130 -4.258
H: 1.312 3.830 -3.095
H: 2.552 4.947 -1.755
H: 2.611 1.671 -3.135
H: 5.898 0.163 -1.193
H: 1.354 0.687 2.055
H: 3.422 3.784 2.232
H: -1.753 -3.182 3.822
H: 0.246 -2.034 1.820
H: -3.033 -0.538 -3.513
H: 3.845 1.389 -0.698
H: -0.401 -1.539 -2.782
H: -4.030 -0.996 -2.118
H: 4.068 1.712 3.014
H: 1.238 1.719 -4.251
H: -0.514 -3.275 -3.072
H: 2.029 3.044 3.877
H: 1.428 1.466 4.403
H: -0.922 2.856 -3.498
H: 4.503 -4.515 -1.615
H: -1.544 -1.499 3.342
H: 1.123 0.813 -2.744
H: -0.281 -2.306 4.255
H: 1.375 -3.806 3.052
H: -2.208 -4.821 2.259
H: 0.422 2.495 3.394
H: -0.923 3.884 -2.057
H: 0.968 -4.429 1.454
H: 5.940 -2.266 -1.512
H: 3.855 0.508 1.741
H: 0.005 -4.890 2.857
H: -3.817 -4.412 -1.651
H: -3.052 -2.998 -3.115
H: -2.437 -0.276 -1.865
H: 2.289 -5.538 -1.397

Results
Gap between HOMO and LUMO (spin up / spin down), eV: 5.231 / 5.313
Net charge: -2
LUMO (spin up / spin down), Ha: 0.12079 / 0.12371
Multiplicity: 2

no.,DFT total energy (eV)
1,-111111.8008
2,-119928.8780
3,-101905.4709
4,-127159.5410
5,-162518.1789